ORCA calculation (the ωB97M-V functional and the def2-TZVPD basis) on C2BrClF2O as an isolated structure in a non-equilibrium geometry.

## Properties
**Multiplicity**: 1
**LUMO level**: -1.195 eV
**Orbital gap**: 8.255 eV

```
7
C2BrClF2O (the ωB97M-V functional and the def2-TZVPD basis)
C 2.34136 -0.27011 -0.05379
C -2.50009 0.24302 0.45515
O 3.29305 0.29344 0.41750
F 2.23694 -1.54311 -0.35489
F 1.17063 0.20993 -0.33238
Cl -2.48935 1.78159 -0.15739
Br -4.05255 -0.71476 0.02579
```